1.
{"formula": "C4H7N3O", "method": "wB97M-V/def2-TZVPD", "smiles": "[H]/N=c1\\ccon1NC", "spin_multiplicity": 1, "orbital_gap_ha": 0.3264, "charge": 0, "species": ["C", "C", "C", "C", "H", "H", "H", "H", "H", "H", "H", "N", "N", "N", "O"], "coordinates": [[2.055636, -0.846205, 0.311033], [-0.957363, 1.266425, -1.543234], [-1.617992, 1.255217, -0.381260], [-1.011819, 0.146123, 0.409408], [2.383363, -1.677901, 0.934134], [1.980879, 0.129375, 0.892996], [2.656649, -0.611647, -0.525209], [0.404895, -1.819409, 0.735183], [-1.138793, 1.879718, -2.503556], [-2.372311, 1.819801, 0.063370], [-1.715562, 0.401260, 2.153922], [0.714869, -1.423571, -0.106920], [-0.167145, -0.465156, -0.430319], [-1.095731, -0.218097, 1.619182], [-0.119575, 0.164068, -1.628729]], "forces_ev_per_angstrom": [[-1.7, 0.4, 1.2], [-0.9, -0.3, -1.2], [1.7, -1.6, 0.3], [-0.6, 1.5, -0.3], [1.0, 0.5, 0.0], [-0.2, -1.3, -0.3], [0.7, -0.3, -1.0], [-1.4, -0.8, 1.1], [0.8, -1.3, 1.8], [-0.9, 1.2, 0.1], [0.2, -0.5, -0.3], [3.0, 0.9, -1.4], [-1.8, 0.6, 0.4], [-0.5, 0.0, 1.7], [0.7, 1.0, -2.1]]}

***

2.
{"formula": "C17H15ClN2O4S", "method": "wB97M-V/def2-TZVPD", "smiles": "COC(=O)c1ccccc1NC(=S)NC(=O)COc1ccccc1Cl", "spin_multiplicity": 1, "orbital_gap_ha": 0.2648, "charge": 0, "species": ["C", "H", "H", "H", "O", "C", "O", "C", "C", "C", "C", "C", "C", "N", "C", "S", "N", "C", "O", "C", "O", "C", "C", "C", "C", "C", "C", "Cl", "H", "H", "H", "H", "H", "H", "H", "H", "H", "H", "H", "H"], "coordinates": [[-5.258609, -2.748201, -0.174425], [-4.936630, -3.116703, -1.270453], [-4.478736, -3.149793, 0.420316], [-6.290029, -2.975847, -0.021359], [-5.112228, -1.518777, -0.339351], [-4.033806, -0.955720, -0.594249], [-3.223505, -1.678161, -1.008802], [-3.916455, 0.633464, -0.632485], [-5.089292, 1.411087, -0.790265], [-4.918948, 2.719992, -0.721979], [-3.788681, 3.589128, -0.540678], [-2.694710, 2.732144, -0.454033], [-2.642852, 1.065826, -0.420156], [-1.470186, 0.614029, -0.020931], [-1.369993, -0.516289, 0.659971], [-2.555220, -1.067162, 1.988704], [-0.085420, -1.301394, 0.856678], [0.965957, -0.861185, 0.184729], [1.201310, 0.274217, -0.672744], [2.116712, -1.754802, 0.431776], [3.300436, -1.374684, -0.345362], [3.842558, -0.169787, 0.412616], [3.539303, 0.561241, 1.430667], [4.205049, 1.593702, 1.989593], [5.410674, 2.115449, 0.912578], [5.925883, 1.267853, 0.028791], [5.133700, -0.032730, -0.404962], [5.685024, -0.569719, -1.818171], [6.652855, 1.505616, -0.381405], [6.006605, 2.760755, 1.571818], [3.936379, 2.194328, 2.634944], [2.619347, 0.137385, 1.780892], [1.926393, -2.686520, -0.196405], [2.239904, -2.156658, 1.362159], [-0.141802, -2.017613, 1.412857], [-0.595227, 1.020116, -0.501628], [-1.605322, 3.121528, -0.385285], [-3.661346, 4.486613, -0.325713], [-5.868312, 3.398770, -0.842208], [-6.097351, 1.016430, -0.746377]], "forces_ev_per_angstrom": [[0.7, -7.7, -4.2], [-1.0, -0.8, 2.0], [0.2, -0.9, 1.3], [-0.4, -0.5, 0.7], [-5.8, 9.8, 2.8], [0.3, 4.0, -1.3], [6.0, -2.0, -2.0], [0.1, -5.1, 0.9], [1.4, -0.9, 0.6], [-3.9, 6.6, -0.4], [1.3, -13.2, -1.5], [3.3, -1.9, 0.3], [-5.1, 9.0, -1.2], [4.2, -2.2, -0.9], [-0.7, -3.0, 5.7], [2.2, 1.0, -3.0], [-3.4, 9.8, -6.6], [3.2, 4.5, -3.6], [-2.7, -6.1, 5.1], [1.1, -1.8, -6.7], [-1.8, 2.8, 5.5], [8.3, -5.4, -11.6], [-3.0, 0.6, 4.1], [6.1, -3.5, -11.6], [-3.0, -1.5, 7.4], [-14.0, -7.0, 4.9], [-1.6, 7.3, 6.6], [0.3, -2.2, -2.5], [12.3, 3.4, -7.2], [0.1, 0.6, -1.4], [-2.7, 5.5, 6.6], [-0.9, 0.5, 1.4], [-0.7, 0.7, 0.8], [0.7, -0.3, 2.9], [-0.4, -5.0, 3.9], [-0.9, -1.1, 0.8], [-1.9, -0.3, 0.2], [0.3, 8.1, 1.3], [1.3, -1.7, 0.3], [0.4, -0.4, -0.4]]}

***

3.
{"formula": "C32H52N4O4", "method": "wB97M-V/def2-TZVPD", "smiles": "c1cc[nH]c1.c1cc[nH]c1.c1cc[nH]c1.c1cc[nH]c1.C1CCOC1.C1CCOC1.C1CCOC1.C1CCOC1", "spin_multiplicity": 1, "orbital_gap_ha": 0.3114, "charge": 0, "species": ["N", "C", "C", "C", "C", "H", "H", "H", "H", "H", "N", "C", "C", "C", "C", "H", "H", "H", "H", "H", "N", "C", "C", "C", "C", "H", "H", "H", "H", "H", "N", "C", "C", "C", "C", "H", "H", "H", "H", "H", "C", "C", "C", "O", "C", "H", "H", "H", "H", "H", "H", "H", "H", "C", "C", "C", "O", "C", "H", "H", "H", "H", "H", "H", "H", "H", "C", "C", "C", "O", "C", "H", "H", "H", "H", "H", "H", "H", "H", "C", "C", "C", "O", "C", "H", "H", "H", "H", "H", "H", "H", "H"], "coordinates": [[5.409789, 0.149438, 0.638130], [5.013319, 0.565938, -0.607730], [3.718679, 1.022998, -0.538540], [3.287169, 0.832488, 0.781120], [4.369669, 0.365158, 1.508920], [6.361789, -0.083772, 0.881880], [5.691159, 0.510758, -1.446710], [3.109759, 1.417088, -1.338730], [2.312989, 1.068248, 1.183350], [4.391639, 0.156818, 2.568410], [-2.028991, -5.186742, -1.454250], [-2.182931, -4.241822, -0.498450], [-3.138391, -3.363562, -1.030890], [-3.571811, -3.844442, -2.228840], [-2.898731, -5.012872, -2.466420], [-1.365991, -5.948552, -1.440700], [-1.684681, -4.313712, 0.457050], [-3.524531, -2.439102, -0.627570], [-4.300911, -3.314422, -2.823720], [-2.979521, -5.760372, -3.241740], [-0.416461, -0.688732, 2.571440], [-1.020951, -1.435002, 1.568570], [-1.163381, -0.619032, 0.505810], [-0.397691, 0.495438, 0.705690], [-0.097681, 0.530748, 2.049470], [-0.256651, -0.985592, 3.523510], [-1.272071, -2.455292, 1.818250], [-1.736231, -0.844362, -0.381590], [-0.236271, 1.327498, 0.036340], [0.333549, 1.268438, 2.709960], [0.846839, -1.930042, 5.553810], [0.877729, -0.519862, 5.814940], [-0.442721, -0.103302, 5.985360], [-1.301851, -1.217592, 5.610260], [-0.454631, -2.311772, 5.369500], [1.650879, -2.540402, 5.520980], [1.851549, -0.152482, 6.103230], [-0.739871, 0.885008, 6.303710], [-2.377201, -1.175612, 5.519440], [-0.709461, -3.351962, 5.229980], [2.627639, -2.441352, -2.089560], [1.324759, -2.186042, -1.334690], [1.509739, -3.031732, -0.035200], [2.834209, -3.623652, -0.126650], [3.647099, -2.948222, -1.098810], [2.902719, -1.495062, -2.555340], [2.536879, -3.124652, -2.933930], [0.505249, -2.546922, -1.956190], [1.092769, -1.167042, -1.024970], [0.731659, -3.785302, -0.156960], [1.337689, -2.327812, 0.779050], [4.315219, -3.672012, -1.565550], [4.229979, -2.132842, -0.670430], [-0.034771, 0.332178, -4.088040], [-1.260021, -0.198962, -3.388020], [-1.586421, -1.550662, -4.083560], [-0.985331, -1.418272, -5.349340], [0.257509, -0.734852, -5.148250], [0.850189, 0.321728, -3.451770], [-0.143351, 1.333438, -4.504910], [-2.186401, 0.370268, -3.464760], [-1.108591, -0.321112, -2.315530], [-2.650091, -1.787812, -4.104950], [-1.195611, -2.457492, -3.622010], [0.578269, -0.187582, -6.034660], [1.008149, -1.482622, -4.892360], [0.978009, 5.140858, -1.302940], [2.362419, 5.326698, -1.948560], [2.204409, 4.753518, -3.349760], [0.915349, 4.132768, -3.327410], [0.613839, 3.819948, -2.011460], [0.331819, 5.998898, -1.488130], [1.222419, 5.025368, -0.247000], [3.134609, 4.823338, -1.366790], [2.609359, 6.388278, -1.961100], [2.938859, 3.982828, -3.583650], [2.219029, 5.580088, -4.060150], [1.091359, 2.896348, -1.684320], [-0.451451, 3.603288, -1.931960], [-2.867731, 2.441198, 2.383520], [-3.681261, 3.686778, 2.733520], [-4.936361, 3.192098, 3.447490], [-5.141741, 1.898068, 2.892330], [-3.847971, 1.280748, 2.695670], [-2.017361, 2.318618, 3.054290], [-2.671141, 2.376448, 1.313350], [-4.003911, 4.150368, 1.801280], [-3.152291, 4.419008, 3.343540], [-5.817631, 3.833528, 3.453150], [-4.661801, 3.177398, 4.502240], [-3.971931, 0.532768, 1.912570], [-3.464901, 0.729488, 3.554430]], "forces_ev_per_angstrom": [[-0.3, 0.5, 0.1], [0.3, 0.2, -0.4], [0.2, -0.4, -0.5], [0.5, 0.2, 1.1], [-0.9, -0.2, -0.1], [-0.4, 0.0, 0.0], [0.0, 0.0, 0.1], [0.2, -0.1, -0.1], [0.1, -0.1, 0.0], [0.3, -0.1, -0.2], [0.5, -1.4, 0.4], [-0.7, 1.2, -0.4], [1.0, 0.7, 2.5], [-0.8, -0.3, -1.6], [-0.2, -0.2, -1.2], [-0.2, 0.1, 0.3], [0.1, 0.2, -0.3], [0.2, -0.1, 0.4], [0.0, -0.4, -0.2], [0.1, 0.3, -0.1], [-0.1, -0.1, -0.9], [-0.2, -0.4, 2.6], [-0.6, -1.9, -2.3], [0.0, 3.0, 1.1], [1.0, -0.5, 0.4], [-0.1, 0.1, -0.2], [-0.4, 0.1, -0.3], [0.4, -0.2, -0.1], [-0.2, 0.0, -0.1], [0.2, 0.1, -0.3], [-0.7, 2.1, -0.2], [-0.6, -2.4, 1.0], [0.7, -1.1, -1.1], [1.8, 0.0, 0.3], [-0.8, 0.7, 0.8], [-0.2, 0.2, -0.1], [-0.3, 0.5, -0.1], [-0.1, -0.1, -0.2], [0.1, -0.2, 0.1], [0.0, 0.1, -0.3], [0.2, 1.5, -1.1], [0.2, -0.8, 0.4], [0.2, 0.5, -2.2], [-0.5, 0.1, 0.8], [-1.0, 0.0, 0.1], [0.5, 0.1, 0.0], [-0.4, -0.3, 0.2], [-0.2, 0.0, 0.3], [0.4, 0.2, -0.5], [0.3, -0.5, 1.0], [0.4, -0.6, 0.5], [0.1, -0.1, 0.3], [0.0, 0.0, 0.3], [0.9, -0.5, 0.2], [-1.2, -1.0, 1.0], [0.6, 0.0, 0.6], [0.0, 0.2, -1.1], [-0.9, 0.4, -0.5], [-0.1, 0.4, 0.4], [-0.1, -0.1, -0.1], [0.3, 0.6, -0.3], [0.1, -0.1, 0.0], [-0.1, 0.5, -0.7], [0.6, 0.1, 0.6], [-0.2, -0.6, -0.5], [0.2, 0.1, 0.4], [1.9, -1.4, 0.7], [0.2, 1.0, 0.2], [-0.3, 0.0, 0.4], [0.1, -0.2, -1.7], [-1.7, 1.0, 0.7], [-0.3, -0.5, -0.1], [-0.7, 0.1, 0.2], [-0.1, -0.1, 0.0], [0.3, 0.0, -0.1], [0.3, 0.2, -0.2], [-0.1, -0.4, -0.4], [0.7, 0.2, 0.4], [-0.2, 0.1, -0.3], [-1.0, -0.8, 0.3], [-0.6, 0.8, -0.7], [1.3, -0.4, 0.5], [0.0, -0.2, 0.5], [-0.4, 0.5, -0.1], [0.3, 0.1, -0.6], [0.7, 0.3, 0.3], [0.2, 0.3, 0.0], [0.1, 0.0, -0.2], [-0.1, -0.3, -0.8], [-0.1, -0.7, 0.5], [0.0, 0.2, -0.2], [-0.4, 0.0, 0.5]]}

***

4.
{"formula": "C7H14N3O3S", "method": "wB97M-V/def2-TZVPD", "smiles": "CC(C)n1c(O)c[nH]/c1=[NH+]\\S(C)(=O)=O", "spin_multiplicity": 1, "orbital_gap_ha": 0.3637, "charge": 1, "species": ["C", "C", "C", "C", "C", "C", "C", "N", "N", "N", "O", "O", "O", "S", "H", "H", "H", "H", "H", "H", "H", "H", "H", "H", "H", "H", "H", "H"], "coordinates": [[-0.129712, -2.820990, 0.309541], [-1.164767, -1.952531, 0.074147], [0.778839, -0.806009, 0.034764], [-2.361626, 0.852565, 0.636690], [-1.767990, 0.513549, -1.798293], [4.179350, 0.444659, 1.197345], [-1.253987, 0.585173, -0.374806], [-0.565254, -0.688408, -0.168227], [1.070838, -2.099391, 0.225255], [1.698778, 0.194705, -0.157724], [3.532514, -1.538166, -0.300527], [3.842365, 0.698573, -1.414544], [-2.506431, -2.150498, -0.129675], [3.399541, -0.078168, -0.313692], [-0.189565, -3.942601, 0.246667], [-3.207401, 0.185584, 0.419252], [-2.823306, 1.821504, 0.378694], [-2.149513, 0.818262, 1.655162], [-2.831155, 0.275334, -1.877483], [-1.272067, -0.245229, -2.578402], [-1.670398, 1.547290, -2.342231], [5.260003, 0.424313, 1.042957], [3.925806, 1.542318, 1.497214], [3.702445, -0.234002, 1.928361], [-0.590171, 1.366812, -0.229579], [2.089992, -2.232750, 0.338906], [1.393469, 1.028556, 0.198034], [-3.028196, -2.892996, 0.342694]], "forces_ev_per_angstrom": [[-0.4, -1.4, -0.8], [0.5, -0.8, -0.1], [-1.2, -1.8, -1.1], [-2.1, 0.0, -2.6], [0.2, 1.3, -3.9], [-1.7, 2.1, 0.8], [-1.7, -1.6, -0.4], [0.7, -0.4, 2.0], [-0.6, 1.6, 0.5], [1.1, -2.5, -0.3], [-0.3, 1.7, -0.2], [-0.2, 0.0, 0.2], [0.0, -0.3, 0.7], [0.5, -1.2, -0.1], [0.3, 1.6, 0.4], [0.4, -0.2, 0.3], [0.6, -0.1, 0.3], [0.8, 0.0, 1.6], [0.1, 0.0, 0.4], [-0.6, 1.6, 2.2], [-0.1, -1.8, 1.1], [-0.2, -0.6, 0.1], [0.2, -1.9, -0.8], [1.0, 0.3, 0.0], [1.8, 1.3, -0.1], [-0.5, -1.2, -0.1], [-0.4, 2.9, 0.7], [2.1, 1.6, -0.8]]}